{
  "formula": "C23H45B3Cl34F4O4S",
  "method": "ωB97M-V with the def2-TZVPD basis set",
  "elements": ["F", "C", "C", "B", "O", "B", "S", "O", "B", "C", "C", "O", "C", "C", "F", "F", "F", "O", "H", "H", "H", "H", "H", "H", "H", "H", "H", "H", "H", "C", "Cl", "Cl", "H", "H", "C", "Cl", "Cl", "H", "H", "C", "Cl", "Cl", "H", "H", "C", "Cl", "Cl", "H", "H", "C", "Cl", "Cl", "H", "H", "C", "Cl", "Cl", "H", "H", "C", "Cl", "Cl", "H", "H", "C", "Cl", "Cl", "H", "H", "C", "Cl", "Cl", "H", "H", "C", "Cl", "Cl", "H", "H", "C", "Cl", "Cl", "H", "H", "C", "Cl", "Cl", "H", "H", "C", "Cl", "Cl", "H", "H", "C", "Cl", "Cl", "H", "H", "C", "Cl", "Cl", "H", "H", "C", "Cl", "Cl", "H", "H", "C", "Cl", "Cl", "H", "H"],
  "coordinates": [[0.91, 0.41, 4.18], [-0.31, 0.37, 3.53], [-0.15, -0.05, 2.09], [1.17, 0.40, 1.43], [2.38, -0.23, 1.71], [3.29, 0.69, 2.14], [4.17, 0.41, 3.73], [3.46, 1.83, 1.40], [2.39, 2.19, 0.60], [2.46, 3.55, -0.17], [1.64, 4.55, 0.64], [2.42, 5.72, 0.87], [2.02, 6.45, 1.99], [2.72, 6.00, 3.25], [2.02, 5.05, 3.91], [3.92, 5.47, 2.97], [2.90, 7.02, 4.10], [1.25, 1.42, 0.51], [-0.79, 1.33, 3.60], [-0.93, -0.35, 4.05], [-1.02, 0.28, 1.55], [-0.15, -1.14, 2.04], [5.45, 0.43, 3.37], [2.09, 3.46, -1.17], [3.48, 3.88, -0.20], [0.72, 4.79, 0.11], [1.36, 4.13, 1.60], [0.95, 6.44, 2.12], [2.35, 7.47, 1.82], [-1.14, 1.12, -2.94], [0.11, 2.15, -3.64], [-2.21, 1.99, -1.84], [-1.74, 0.72, -3.75], [-0.65, 0.32, -2.39], [3.75, 0.23, -3.49], [2.20, -0.35, -4.13], [3.66, 0.79, -1.81], [4.44, -0.60, -3.51], [4.11, 1.05, -4.11], [-1.12, -3.81, 0.20], [-0.68, -2.64, -1.07], [-1.67, -3.01, 1.67], [-1.93, -4.43, -0.18], [-0.25, -4.41, 0.43], [-4.99, -4.36, 3.83], [-4.31, -2.73, 3.70], [-4.26, -5.50, 2.68], [-4.81, -4.72, 4.83], [-6.05, -4.30, 3.63], [-5.33, 0.76, 5.66], [-6.22, -0.77, 5.72], [-3.65, 0.53, 5.18], [-5.81, 1.40, 4.94], [-5.36, 1.20, 6.65], [-2.52, 6.13, -3.33], [-2.70, 6.60, -1.63], [-1.17, 5.02, -3.57], [-3.43, 5.64, -3.64], [-2.36, 7.03, -3.91], [2.39, -3.30, 1.93], [1.28, -3.06, 3.29], [2.27, -4.92, 1.23], [2.16, -2.57, 1.17], [3.40, -3.17, 2.29], [-10.06, -1.22, 4.53], [-9.46, 0.44, 4.40], [-9.27, -2.30, 3.38], [-9.86, -1.57, 5.53], [-11.12, -1.22, 4.33], [-1.76, -5.85, 5.65], [-0.56, -4.66, 5.14], [-2.89, -5.19, 6.85], [-2.33, -6.16, 4.78], [-1.25, -6.69, 6.09], [1.93, -3.12, -6.68], [0.94, -4.56, -6.42], [3.60, -3.53, -7.09], [1.50, -2.54, -7.48], [1.93, -2.54, -5.76], [5.79, -3.34, -0.44], [6.03, -3.33, 1.31], [4.10, -3.09, -0.90], [6.39, -2.54, -0.87], [6.11, -4.30, -0.82], [5.77, -3.86, 5.35], [5.91, -3.93, 7.11], [4.10, -3.62, 4.82], [6.37, -3.04, 4.98], [6.12, -4.80, 4.94], [-0.93, -1.98, -9.59], [-1.06, -1.57, -7.88], [0.42, -3.07, -9.92], [-1.85, -2.47, -9.90], [-0.79, -1.07, -10.16], [3.29, -8.42, -1.00], [1.92, -7.62, -0.22], [4.79, -7.52, -0.80], [3.41, -9.40, -0.56], [3.07, -8.51, -2.06], [-5.89, 7.96, -5.40], [-5.63, 6.49, -4.46], [-4.47, 9.00, -5.40], [-6.11, 7.68, -6.42], [-6.72, 8.51, -4.97], [-5.10, -1.64, -6.82], [-4.94, -0.41, -8.08], [-3.99, -1.37, -5.48], [-6.12, -1.60, -6.44], [-4.89, -2.61, -7.25], [5.17, 7.88, 0.45], [5.66, 8.79, -0.98], [4.97, 8.94, 1.86], [4.22, 7.39, 0.24], [5.93, 7.15, 0.68]],
  "max_force_ev_per_a": 1.34,
  "relative_energy_kj_mol": 0.00,
  "e_homo_ev": -9.3,
  "e_lumo_ev": 0.241,
  "total_energy_ha": -17723.3237,
  "gap_ev": 9.5,
  "multiplicity": 1,
  "charge": 0,
  "mol_weight_g_mol": 1731.5
}

{
  "formula": "C23H45BN2O2P2RbSi",
  "method": "ωB97M-V with the def2-TZVPD basis set",
  "elements": ["Rb", "C", "P", "C", "C", "C", "P", "C", "C", "H", "H", "H", "H", "H", "H", "H", "H", "H", "H", "H", "H", "H", "H", "H", "H", "C", "C", "C", "C", "C", "C", "C", "C", "O", "B", "O", "C", "C", "H", "H", "H", "H", "H", "H", "H", "H", "H", "H", "H", "H", "C", "Si", "C", "C", "C", "H", "H", "H", "H", "H", "H", "H", "H", "H", "H", "H", "C", "N", "C", "C", "N", "H", "H", "H", "H", "H", "H"],
  "coordinates": [[-0.65, -1.11, 0.04], [-3.76, 1.34, 0.64], [-3.75, -0.10, -0.50], [-4.83, 0.58, -1.83], [-4.92, -1.24, 0.36], [-4.94, -2.64, -0.26], [-3.14, -3.46, -0.09], [-2.85, -3.35, -1.92], [-3.76, -5.19, 0.06], [-4.78, 1.64, 0.89], [-3.24, 2.18, 0.18], [-3.23, 1.10, 1.56], [-5.76, 0.98, -1.42], [-5.07, -0.20, -2.55], [-4.30, 1.37, -2.36], [-5.90, -0.75, 0.44], [-4.52, -1.33, 1.38], [-5.32, -2.61, -1.29], [-5.63, -3.27, 0.32], [-3.68, -3.82, -2.47], [-1.92, -3.84, -2.20], [-2.81, -2.30, -2.23], [-4.84, -5.24, -0.11], [-3.53, -5.59, 1.05], [-3.26, -5.83, -0.67], [3.82, 7.72, 0.43], [2.60, 7.25, 1.24], [1.59, 8.40, 1.30], [3.07, 6.95, 2.66], [1.96, 6.03, 0.57], [1.49, 6.15, -0.74], [0.88, 5.08, -1.41], [0.76, 3.89, -0.73], [0.22, 2.71, -1.15], [0.32, 1.75, -0.07], [0.99, 2.49, 1.00], [1.23, 3.76, 0.56], [1.83, 4.81, 1.23], [4.28, 8.59, 0.92], [3.55, 8.01, -0.58], [4.57, 6.93, 0.36], [2.03, 9.27, 1.79], [0.70, 8.10, 1.87], [1.25, 8.69, 0.31], [3.52, 7.85, 3.09], [3.82, 6.16, 2.69], [2.24, 6.65, 3.31], [1.59, 7.09, -1.26], [0.52, 5.19, -2.43], [2.18, 4.65, 2.24], [1.83, -6.01, -0.01], [-0.04, -5.90, -0.29], [-0.27, -6.28, -2.13], [-0.75, -7.34, 0.70], [-0.86, -4.34, 0.13], [2.24, -6.99, -0.29], [2.06, -5.83, 1.04], [2.34, -5.24, -0.61], [0.16, -7.26, -2.38], [0.24, -5.53, -2.74], [-1.32, -6.29, -2.40], [-0.14, -8.23, 0.56], [-1.78, -7.57, 0.41], [-0.76, -7.10, 1.77], [-0.30, -3.54, -0.39], [-0.74, -4.15, 1.21], [4.42, 0.05, -0.09], [4.21, -1.40, -0.20], [4.94, -2.27, 0.71], [3.06, -1.83, -0.70], [2.05, -2.20, -1.12], [5.44, 0.29, -0.39], [4.24, 0.38, 0.94], [3.71, 0.56, -0.74], [6.01, -2.21, 0.50], [4.61, -3.29, 0.56], [4.76, -1.98, 1.75]],
  "max_force_ev_per_a": 0.72,
  "relative_energy_kj_mol": 59.48,
  "e_homo_ev": -2.9,
  "e_lumo_ev": 2.167,
  "total_energy_ha": -2184.5348,
  "gap_ev": 5.0,
  "multiplicity": 1,
  "charge": -1,
  "mol_weight_g_mol": 567.9
}

{
  "formula": "C23H45Cl3MnN2O6PSi",
  "method": "ωB97M-V with the def2-TZVPD basis set",
  "elements": ["C", "C", "H", "H", "H", "C", "C", "H", "H", "H", "H", "Mn", "Cl", "Cl", "C", "O", "N", "C", "C", "H", "H", "H", "H", "H", "H", "H", "H", "H", "C", "C", "N", "H", "C", "O", "H", "H", "H", "H", "O", "C", "C", "C", "H", "C", "H", "C", "H", "C", "C", "H", "H", "H", "Si", "Cl", "C", "C", "C", "H", "H", "H", "H", "H", "H", "H", "H", "H", "C", "O", "P", "O", "C", "O", "C", "H", "H", "H", "H", "H", "H", "H", "H", "H"],
  "coordinates": [[-1.97, 3.92, 2.44], [-1.80, 4.91, 1.32], [-1.59, 4.31, 3.39], [-1.49, 2.95, 2.21], [-3.03, 3.69, 2.60], [-1.60, 6.20, 1.47], [-1.60, 6.92, 2.78], [-1.45, 6.86, 0.61], [-1.07, 6.38, 3.58], [-2.61, 7.19, 3.14], [-1.09, 7.86, 2.60], [0.63, -3.41, 1.07], [-0.87, -5.23, 0.57], [-0.52, -1.56, 1.84], [-0.67, -2.60, -1.28], [0.48, -2.95, -0.91], [-0.91, -2.10, -2.50], [0.21, -1.68, -3.35], [-2.27, -1.89, -3.01], [-1.51, -2.68, -0.57], [1.14, -2.13, -3.01], [0.31, -0.58, -3.36], [-0.03, -1.98, -4.38], [-2.96, -2.31, -2.27], [-2.39, -2.39, -3.97], [-2.50, -0.82, -3.14], [2.54, -1.07, 4.65], [2.10, 0.29, 2.35], [3.40, -1.53, 4.16], [3.11, -0.10, 2.14], [3.32, -1.43, 2.71], [3.44, -2.59, 4.42], [3.13, -2.53, 1.97], [2.50, -2.59, 0.88], [3.31, -0.12, 1.07], [3.60, -3.45, 2.37], [4.29, -1.01, 4.52], [3.83, 0.56, 2.63], [-0.56, 3.82, -0.42], [-1.87, 4.29, -0.08], [-1.64, 6.06, -1.93], [-2.45, 5.24, -1.13], [-0.55, 6.00, -1.82], [-2.25, 6.97, -2.80], [-2.54, 3.42, 0.01], [-3.84, 5.35, -1.17], [-1.60, 7.60, -3.44], [-3.65, 7.06, -2.85], [-4.45, 6.26, -2.03], [-4.38, 4.71, -0.47], [-4.11, 7.77, -3.54], [-5.54, 6.33, -2.06], [-0.05, 2.54, -1.34], [1.38, -4.01, 3.22], [1.59, 3.00, -2.10], [-1.34, 2.21, -2.64], [0.09, 1.11, -0.17], [1.56, 4.00, -2.55], [1.86, 2.27, -2.88], [2.38, 2.99, -1.32], [0.83, 1.31, 0.62], [0.40, 0.19, -0.69], [-0.86, 0.87, 0.34], [-1.60, 3.12, -3.21], [-2.28, 1.83, -2.21], [-0.97, 1.46, -3.37], [1.62, -7.33, 3.23], [0.74, -6.97, 2.15], [1.09, -6.49, 0.66], [1.67, -7.83, 0.01], [2.78, -8.64, 0.57], [1.84, -5.52, -0.46], [1.31, -5.85, -1.85], [1.26, -6.85, 4.14], [2.65, -7.04, 3.03], [1.55, -8.41, 3.25], [3.58, -7.99, 0.99], [2.26, -9.17, 1.38], [3.18, -9.27, -0.23], [1.89, -5.29, -2.60], [1.32, -6.91, -2.14], [0.28, -5.50, -1.82]],
  "max_force_ev_per_a": 3.99,
  "relative_energy_kj_mol": 326.92,
  "e_homo_ev": [-1.6, -1.6],
  "e_lumo_ev": [2.192, 2.191],
  "total_energy_ha": -4626.8768,
  "gap_ev": [3.8, 3.8],
  "multiplicity": 6,
  "charge": -1,
  "mol_weight_g_mol": 666.0
}

{
  "formula": "C23H45Cl3N2O4PScSi",
  "method": "ωB97M-V with the def2-TZVPD basis set",
  "elements": ["C", "C", "H", "H", "H", "C", "C", "H", "H", "H", "H", "Sc", "Cl", "Cl", "H", "H", "C", "C", "N", "H", "C", "O", "H", "H", "H", "H", "H", "H", "C", "C", "N", "H", "C", "O", "H", "H", "H", "H", "O", "C", "C", "C", "H", "C", "H", "C", "H", "C", "C", "H", "H", "H", "Si", "Cl", "C", "C", "C", "H", "H", "H", "H", "H", "H", "H", "H", "H", "C", "P", "C", "C", "O", "H", "H", "H", "H", "H", "H", "H", "H", "H"],
  "coordinates": [[3.33, -1.52, -5.60], [2.72, -0.49, -4.70], [4.15, -1.07, -6.19], [2.61, -1.95, -6.32], [3.74, -2.35, -5.01], [2.35, 0.73, -5.15], [2.44, 1.19, -6.56], [1.98, 1.47, -4.47], [1.74, 0.70, -7.25], [3.44, 1.06, -6.96], [2.21, 2.27, -6.56], [-1.38, -0.50, 1.28], [-0.01, -2.50, 1.64], [-2.93, -1.85, -0.05], [-4.82, -1.80, 4.26], [-1.97, -4.46, 4.96], [-4.48, -2.67, 3.68], [-2.62, -4.30, 4.09], [-3.08, -2.92, 4.00], [-4.61, -2.45, 2.61], [-2.21, -1.91, 3.87], [-2.49, -0.83, 3.29], [-2.03, -4.56, 3.20], [-1.19, -2.09, 4.28], [-5.05, -3.56, 3.95], [-3.50, -4.95, 4.16], [-2.30, 0.71, -3.00], [-1.10, 2.78, -2.82], [-3.07, 1.04, -2.30], [-1.87, 3.18, -2.15], [-2.55, 2.11, -1.45], [-3.42, 0.17, -1.72], [-2.45, 2.05, -0.12], [-2.86, 1.15, 0.65], [-1.39, 3.83, -1.40], [-1.90, 2.92, 0.30], [-3.89, 1.45, -2.91], [-2.57, 3.78, -2.75], [1.18, -1.63, -3.16], [2.45, -0.94, -3.26], [1.55, 1.21, -2.35], [2.48, 0.19, -2.25], [0.68, 1.06, -2.99], [1.70, 2.41, -1.62], [3.23, -1.66, -2.97], [3.44, 0.24, -1.24], [0.99, 3.22, -1.79], [2.75, 2.50, -0.71], [3.62, 1.42, -0.51], [4.02, -0.67, -1.08], [2.86, 3.44, -0.16], [4.45, 1.51, 0.20], [0.48, -3.04, -3.42], [0.02, 0.60, -0.02], [-1.19, -2.55, -4.11], [0.40, -3.93, -1.78], [1.24, -4.14, -4.74], [-1.05, -1.79, -4.90], [-1.80, -2.12, -3.31], [-1.69, -3.42, -4.55], [1.16, -3.64, -5.71], [0.69, -5.10, -4.81], [2.30, -4.34, -4.55], [1.28, -3.68, -1.18], [0.36, -5.01, -1.89], [-0.46, -3.61, -1.19], [1.06, 2.97, 3.06], [0.03, 1.67, 3.78], [1.00, 0.71, 4.96], [-1.51, 2.36, 4.39], [-0.36, 0.66, 2.72], [1.92, 3.20, 3.70], [0.49, 3.90, 2.91], [1.43, 2.61, 2.09], [1.53, 1.34, 5.67], [0.35, 0.01, 5.48], [1.73, 0.13, 4.37], [-2.18, 2.53, 3.53], [-1.99, 1.63, 5.05], [-1.36, 3.30, 4.94]],
  "max_force_ev_per_a": 2.90,
  "relative_energy_kj_mol": 114.82,
  "e_homo_ev": -8.3,
  "e_lumo_ev": 0.203,
  "total_energy_ha": -4086.3509,
  "gap_ev": 8.5,
  "multiplicity": 1,
  "charge": 0,
  "mol_weight_g_mol": 624.0
}

{
  "formula": "C23H45Cl3N2O6PPdSi",
  "method": "ωB97M-V with the def2-TZVPD basis set",
  "elements": ["C", "C", "H", "H", "H", "C", "C", "H", "H", "H", "H", "Pd", "Cl", "Cl", "H", "H", "C", "C", "N", "H", "C", "O", "H", "H", "H", "H", "H", "H", "C", "C", "N", "H", "C", "O", "H", "H", "H", "H", "O", "C", "C", "C", "H", "C", "H", "C", "H", "C", "C", "H", "H", "H", "Si", "Cl", "C", "C", "C", "H", "H", "H", "H", "H", "H", "H", "H", "H", "C", "O", "P", "O", "C", "O", "C", "H", "H", "H", "H", "H", "H", "H", "H", "H"],
  "coordinates": [[-2.01, -2.26, -3.95], [-1.28, -3.19, -3.03], [-2.27, -2.75, -4.89], [-1.38, -1.37, -4.16], [-2.95, -1.87, -3.50], [-1.04, -4.49, -3.24], [-1.42, -5.20, -4.50], [-0.53, -5.09, -2.48], [-1.02, -4.67, -5.38], [-2.51, -5.26, -4.62], [-1.03, -6.22, -4.54], [-0.86, 1.81, 1.44], [-3.22, 2.15, 1.50], [0.61, 3.35, 0.21], [0.38, 6.60, 4.05], [-2.60, 6.93, 3.23], [0.37, 6.11, 3.07], [-1.96, 6.65, 2.37], [-0.98, 5.65, 2.75], [1.06, 5.26, 3.05], [-1.35, 4.38, 2.98], [-0.54, 3.43, 3.12], [-2.62, 6.26, 1.58], [-2.44, 4.22, 3.01], [0.66, 6.84, 2.31], [-1.43, 7.54, 2.01], [2.08, -0.57, -2.89], [2.68, -3.21, -1.57], [3.16, -0.63, -2.67], [3.62, -2.67, -1.37], [3.40, -1.24, -1.38], [3.61, 0.37, -2.71], [3.25, -0.57, -0.21], [2.86, 0.59, -0.06], [4.02, -2.95, -0.39], [3.53, -1.18, 0.68], [3.62, -1.26, -3.43], [4.34, -2.92, -2.16], [0.30, -1.67, -2.06], [-0.75, -2.45, -1.81], [0.05, -4.32, -0.21], [-0.79, -3.23, -0.48], [0.80, -4.63, -0.96], [-0.12, -5.03, 1.00], [-1.55, -1.69, -1.69], [-1.73, -2.83, 0.47], [0.52, -5.88, 1.22], [-1.10, -4.65, 1.92], [-1.90, -3.52, 1.66], [-2.34, -1.95, 0.26], [-1.23, -5.20, 2.86], [-2.65, -3.16, 2.36], [-0.15, 2.20, -1.78], [-0.87, 0.51, -0.50], [1.67, 2.38, -2.20], [-1.50, 3.58, -1.60], [-0.68, 1.61, -3.54], [2.30, 1.85, -1.48], [1.91, 3.45, -2.15], [1.90, 2.01, -3.21], [0.01, 0.87, -3.96], [-0.66, 2.51, -4.17], [-1.69, 1.19, -3.52], [-2.14, 3.38, -0.72], [-2.14, 3.61, -2.49], [-1.08, 4.59, -1.47], [-2.22, -0.03, 4.12], [-0.98, -0.60, 3.62], [0.09, 0.28, 2.78], [1.08, 0.90, 3.87], [2.31, 1.61, 3.57], [0.91, -0.85, 1.99], [1.46, -2.04, 2.60], [-2.81, 0.41, 3.30], [-2.03, 0.76, 4.85], [-2.74, -0.87, 4.58], [2.71, 1.40, 2.56], [2.14, 2.69, 3.67], [3.04, 1.31, 4.33], [0.70, -2.60, 3.17], [1.81, -2.65, 1.76], [2.31, -1.80, 3.24]],
  "max_force_ev_per_a": 2.32,
  "e_homo_ev": [-3.3, -3.2],
  "e_lumo_ev": [2.333, 1.201],
  "total_energy_ha": -3603.7327,
  "gap_ev": [5.6, 4.4],
  "multiplicity": 3,
  "charge": -1,
  "mol_weight_g_mol": 717.5
}